1.
{"formula": "C23H40AsHgN6Si3", "method": "wB97M-V/def2-TZVPD", "symbols": ["Hg", "N", "C", "C", "C", "C", "C", "C", "C", "C", "C", "C", "C", "C", "C", "H", "H", "H", "H", "H", "H", "H", "H", "H", "H", "C", "Si", "C", "C", "As", "Si", "C", "C", "C", "Si", "C", "C", "C", "H", "H", "H", "H", "H", "H", "H", "H", "H", "H", "H", "H", "H", "H", "H", "H", "H", "H", "H", "H", "H", "H", "H", "H", "H", "H", "H", "N", "N", "N", "C", "N", "N", "H", "H", "H"], "xyz": [[-1.85, -1.06, -1.17], [-2.42, -0.70, 1.36], [-2.14, 0.29, 2.07], [-1.84, 0.00, 3.51], [-1.01, -1.07, 3.81], [-0.80, -1.43, 5.13], [-1.42, -0.72, 6.15], [-2.24, 0.35, 5.84], [-2.46, 0.71, 4.53], [-2.10, 1.70, 1.64], [-1.36, 2.66, 2.33], [-1.31, 3.96, 1.88], [-1.99, 4.33, 0.72], [-2.74, 3.39, 0.04], [-2.80, 2.09, 0.49], [-0.55, -1.62, 3.00], [-0.15, -2.26, 5.36], [-1.28, -1.01, 7.18], [-2.73, 0.90, 6.64], [-3.11, 1.54, 4.28], [-0.80, 2.37, 3.21], [-0.73, 4.69, 2.43], [-1.92, 5.34, 0.36], [-3.27, 3.66, -0.86], [-3.41, 1.36, -0.03], [3.74, -2.54, 1.22], [3.72, -2.17, -0.66], [5.43, -1.40, -1.07], [3.68, -3.86, -1.58], [1.68, -1.04, -1.11], [1.72, -0.69, -3.45], [1.13, -2.37, -4.16], [0.44, 0.61, -4.04], [3.42, -0.21, -4.19], [2.04, 1.09, -0.16], [3.78, 1.89, -0.28], [1.65, 0.86, 1.69], [0.76, 2.32, -0.86], [4.39, -3.37, 1.47], [2.74, -2.79, 1.57], [4.08, -1.67, 1.78], [6.22, -2.07, -0.78], [5.58, -0.46, -0.54], [5.54, -1.20, -2.13], [4.49, -4.51, -1.26], [3.78, -3.72, -2.65], [2.74, -4.38, -1.39], [0.16, -2.61, -3.74], [1.81, -3.17, -3.87], [1.04, -2.39, -5.24], [-0.53, 0.41, -3.58], [0.30, 0.57, -5.12], [0.73, 1.62, -3.78], [4.13, -1.03, -4.10], [3.84, 0.65, -3.68], [3.35, 0.04, -5.25], [4.48, 1.40, 0.39], [3.74, 2.94, -0.01], [4.20, 1.83, -1.28], [2.31, 0.12, 2.15], [0.63, 0.50, 1.79], [1.74, 1.78, 2.26], [1.07, 2.75, -1.80], [0.57, 3.13, -0.17], [-0.18, 1.80, -1.03], [-8.04, -0.34, -2.10], [-6.89, -0.77, -1.50], [-6.77, -0.90, -0.21], [-5.49, -1.22, -0.09], [-4.89, -1.27, -1.28], [-5.79, -0.99, -2.17], [-8.86, -0.72, -1.64], [-8.00, -0.53, -3.10], [-4.99, -1.40, 0.84]], "homo_energy_ev": [-7.08, -7.21], "total_charge": 0, "homo_lumo_gap_ev": [7.4, 6.6], "de_lowest_ev": 0.027, "total_energy_ev": -122086.8541, "s_squared": 0.7663, "largest_force_ha_per_bohr": 0.025, "multiplicity": 2, "lumo_ha": [0.0133, -0.0240]}

---

2.
{"formula": "C23H40F2NO16S4Si", "method": "wB97M-V/def2-TZVPD", "symbols": ["C", "C", "C", "C", "N", "C", "F", "F", "C", "C", "Si", "C", "C", "C", "C", "C", "C", "C", "C", "H", "H", "H", "H", "H", "H", "H", "H", "H", "H", "H", "H", "H", "H", "H", "H", "H", "H", "H", "H", "H", "H", "H", "H", "C", "C", "O", "S", "O", "O", "O", "H", "H", "H", "H", "C", "C", "O", "S", "O", "O", "O", "H", "H", "H", "H", "C", "C", "O", "S", "O", "O", "O", "H", "H", "H", "H", "C", "C", "O", "S", "O", "O", "O", "H", "H", "H", "H"], "xyz": [[-1.23, 2.01, 3.34], [-2.02, 2.06, 2.03], [-2.79, 0.78, 1.70], [-3.66, 1.09, 0.46], [-1.87, -0.28, 1.33], [-1.96, -1.39, 2.04], [-3.30, -2.07, 2.00], [-1.91, -1.23, 3.50], [-0.96, -2.49, 1.68], [0.26, -1.97, 0.92], [0.06, -1.97, -0.95], [0.89, -3.50, -1.66], [-1.74, -2.01, -1.50], [0.80, -0.40, -1.67], [0.38, 0.82, -1.13], [0.85, 2.02, -1.63], [1.75, 2.03, -2.69], [2.19, 0.83, -3.23], [1.71, -0.37, -2.73], [-0.31, 2.60, 3.26], [-1.80, 2.45, 4.16], [-0.94, 0.99, 3.57], [-2.74, 2.89, 2.04], [-1.34, 2.27, 1.20], [-3.44, 0.51, 2.54], [-4.22, 0.23, 0.11], [-4.30, 1.97, 0.60], [-2.94, 1.34, -0.33], [-1.47, -3.29, 1.13], [-0.63, -2.95, 2.62], [0.54, -0.98, 1.28], [1.11, -2.63, 1.13], [0.51, -4.36, -1.10], [0.62, -3.65, -2.71], [1.98, -3.51, -1.55], [-1.81, -2.47, -2.49], [-2.08, -0.97, -1.57], [-2.39, -2.52, -0.79], [-0.33, 0.81, -0.30], [0.49, 2.95, -1.20], [2.11, 2.98, -3.08], [2.90, 0.84, -4.05], [2.06, -1.30, -3.16], [-1.16, -4.03, 6.22], [-2.00, -5.28, 6.06], [-1.15, -6.17, 5.32], [0.37, -5.93, 5.73], [0.76, -6.89, 6.71], [1.13, -5.77, 4.54], [0.17, -4.53, 6.46], [-1.16, -3.42, 5.31], [-1.47, -3.42, 7.07], [-2.91, -5.11, 5.50], [-2.23, -5.74, 7.03], [5.04, 7.15, -3.88], [5.78, 5.93, -3.38], [4.80, 4.89, -3.40], [3.80, 5.11, -4.62], [4.20, 4.32, -5.72], [2.47, 5.07, -4.13], [4.20, 6.63, -4.93], [4.41, 7.59, -3.11], [5.69, 7.91, -4.30], [6.15, 6.05, -2.36], [6.61, 5.65, -4.04], [-7.49, 5.73, 0.46], [-6.78, 4.61, -0.28], [-5.44, 5.09, -0.39], [-5.04, 5.94, 0.90], [-4.38, 5.10, 1.82], [-4.50, 7.17, 0.47], [-6.54, 6.17, 1.44], [-7.73, 6.57, -0.20], [-8.39, 5.40, 0.98], [-7.18, 4.44, -1.28], [-6.78, 3.68, 0.29], [6.35, -5.46, -2.43], [5.13, -5.33, -1.54], [4.19, -4.63, -2.37], [4.37, -5.06, -3.90], [3.45, -6.08, -4.23], [4.49, -3.88, -4.68], [5.82, -5.74, -3.73], [6.92, -4.53, -2.47], [7.00, -6.28, -2.13], [5.30, -4.74, -0.65], [4.71, -6.30, -1.28]], "homo_energy_ev": -3.81, "total_charge": -1, "homo_lumo_gap_ev": 5.6, "total_energy_ev": -115402.1150, "largest_force_ha_per_bohr": 0.018, "lumo_ha": 0.0670}

---

3.
{"formula": "C23H41AuBrP2", "method": "wB97M-V/def2-TZVPD", "symbols": ["Au", "C", "C", "C", "C", "C", "C", "H", "H", "H", "C", "H", "H", "H", "C", "H", "H", "H", "C", "H", "H", "H", "C", "H", "H", "H", "C", "C", "C", "C", "C", "C", "C", "C", "H", "H", "H", "H", "H", "H", "H", "H", "H", "H", "H", "H", "P", "C", "C", "P", "C", "C", "C", "H", "H", "H", "H", "H", "H", "H", "H", "H", "H", "H", "H", "H", "H", "Br"], "xyz": [[-1.52, 0.08, 1.13], [2.68, 2.20, 1.26], [2.03, 1.57, 2.38], [3.90, 0.34, 1.89], [3.90, 1.50, 1.06], [2.70, 0.34, 2.64], [2.22, 3.45, 0.60], [1.18, 3.77, 0.83], [2.32, 3.34, -0.49], [2.90, 4.27, 0.92], [5.00, 1.97, 0.23], [4.70, 2.86, -0.33], [5.31, 1.17, -0.45], [5.86, 2.24, 0.85], [5.06, -0.55, 2.03], [5.87, 0.00, 2.52], [5.41, -0.87, 1.04], [4.80, -1.40, 2.66], [2.37, -0.64, 3.71], [3.03, -0.45, 4.58], [2.56, -1.68, 3.40], [1.33, -0.60, 4.08], [0.98, 2.18, 3.22], [1.43, 2.79, 4.04], [0.32, 1.40, 3.66], [0.35, 2.83, 2.59], [-2.81, -0.27, -2.93], [-3.27, 0.84, -2.30], [-4.47, 0.92, -1.43], [-4.63, -0.31, -0.47], [-3.39, -0.93, -0.02], [-2.85, -2.15, -0.49], [-3.31, -2.63, -1.92], [-3.51, -1.60, -3.03], [-5.41, 0.99, -2.01], [-5.33, -1.04, -0.91], [-4.34, 1.87, -0.85], [-4.59, -1.44, -3.21], [-1.95, -0.23, -3.63], [-2.86, 1.80, -2.61], [-3.13, -2.11, -3.94], [-2.65, -3.45, -2.25], [-2.90, -3.07, 0.11], [-4.31, -3.05, -1.77], [-5.09, 0.16, 0.43], [-3.11, -0.37, 0.93], [0.40, 0.52, -1.86], [0.75, 1.01, -3.54], [-0.45, 1.93, -1.13], [-0.97, -2.07, 0.26], [-0.46, -0.99, -1.46], [-1.49, -2.73, 1.94], [0.58, -3.01, 0.21], [1.66, 0.55, -3.94], [0.82, 2.12, -3.50], [-0.15, 0.71, -4.12], [-1.09, 1.63, -0.33], [-1.12, 2.32, -1.94], [0.19, 2.72, -0.76], [0.29, -3.93, -0.33], [0.92, -3.18, 1.25], [1.36, -2.42, -0.31], [-0.19, -1.79, -2.16], [-1.51, -0.69, -1.64], [-0.61, -2.99, 2.54], [-2.09, -3.64, 1.77], [-2.09, -1.99, 2.48], [2.49, -0.15, -1.14]], "homo_energy_ev": [-9.33, -9.25], "total_charge": 1, "homo_lumo_gap_ev": [5.6, 5.5], "de_lowest_ev": 4.699, "total_energy_ev": -116813.5835, "s_squared": 2.0427, "largest_force_ha_per_bohr": 0.074, "multiplicity": 3, "lumo_ha": [-0.1361, -0.1389]}

---

Number 2 is which compound?
C23H40F2NO16S4Si